No. 1
26
Properties=species:S:1:pos:R:3:forces:R:3:mulliken_charge:R:1 method="wB97M-V/def2-TZVPD" s_squared=2.009 orbital_gap_ev="2.2 / 2.2" homo_energy_ev="-2.0 / -2.0" total_energy_ha=-4792.3187 charge=-1 multiplicity=3
Sr -1.68410 -1.66766 0.51193 0.08 0.97 -0.86 1.800
Sr -0.11190 0.28328 4.41938 -0.30 -0.11 0.28 1.399
Sr 0.62602 1.72158 -1.98509 -1.19 -2.06 0.49 1.593
Cu -0.82724 -1.37942 -3.43195 1.93 1.56 0.75 0.013
Cu 2.20212 -0.20311 0.73134 -1.29 0.60 -0.13 0.365
F -0.63605 -1.49803 2.43185 0.15 -0.13 0.44 -0.922
C 2.59743 0.70855 7.15997 -2.14 -1.73 -3.56 0.764
O 2.22627 -0.25603 6.47934 2.51 4.43 3.83 -0.395
O 2.89429 1.76068 7.61343 -0.40 -2.80 -0.43 -0.374
O -0.72172 0.39487 6.41803 0.25 0.08 -0.43 -1.513
C 1.37914 -1.46669 -1.37617 0.64 2.33 -2.80 0.817
O 0.94443 -0.79670 -2.47193 2.29 1.76 -1.91 -0.423
O 0.37235 -1.98622 -0.93927 -1.08 -3.55 4.39 -0.720
O 2.64350 -1.36373 -1.00950 -2.82 0.34 0.90 -0.771
C -2.72602 -1.62036 -2.33136 -4.86 -2.41 5.29 1.325
O -3.69693 -2.11751 -1.47541 4.28 2.81 -2.43 -0.786
O -1.93157 -0.62162 -2.03653 -1.11 -0.79 0.19 -0.504
O -2.46178 -2.30408 -3.35638 0.84 -0.13 -1.96 -0.515
C 0.53209 2.18730 -6.02103 -0.41 -3.68 0.29 0.848
O 0.28668 2.95927 -5.15545 0.98 -0.88 -2.36 -0.422
O -0.79945 0.90580 -3.70036 0.23 0.16 -0.20 -0.844
O 0.71493 1.21155 -6.71577 -0.48 4.57 2.15 -0.403
C -0.51705 1.31994 1.50713 2.73 0.69 7.01 0.948
O -1.21766 1.59606 2.55705 1.02 0.08 -2.10 -0.916
O 0.87014 1.35357 1.69757 -0.31 -0.64 -1.35 -0.687
O -0.95791 0.87874 0.47913 -1.56 -1.46 -5.50 -0.678

No. 2
15
Properties=species:S:1:pos:R:3:forces:R:3:mulliken_charge:R:1 method="wB97M-V/def2-TZVPD" orbital_gap_ev=10.7 e_above_lowest_kj_mol=164.3 homo_energy_ev=-9.5 total_energy_ha=-196.4458 smiles="C=CC(C)C"
C 0.22141 -0.20876 -1.65202 0.14 0.01 1.36 -1.161
C -0.35298 -0.60371 -0.19941 0.49 -0.56 -1.00 0.258
C -1.62655 0.24188 0.07823 0.49 1.29 -1.02 -1.100
C 0.63544 -0.37051 0.93068 0.02 0.81 1.49 -0.090
C 1.30554 0.80356 1.08998 0.68 -0.87 -0.72 -0.704
H 0.42470 0.87817 -1.58222 -0.34 -0.44 -0.46 0.255
H -0.51056 -0.44987 -2.45793 0.55 0.30 0.66 0.350
H 1.21557 -0.66345 -1.87578 -0.87 -0.01 0.24 0.313
H -0.54059 -1.69962 -0.18484 -0.38 0.66 -0.20 0.278
H -1.98008 0.09620 1.09709 -0.02 0.08 0.03 0.361
H -2.46287 -0.01240 -0.62919 0.82 0.36 0.57 0.332
H -1.30848 1.37937 -0.05332 -0.87 -2.31 0.29 0.240
H 0.65401 -1.14055 1.88104 -0.03 1.92 -2.69 0.204
H 1.92409 0.74625 1.98353 0.08 0.87 -0.12 0.270
H 1.48701 1.69111 0.33686 -0.76 -2.09 1.58 0.193

No. 3
15
Properties=species:S:1:pos:R:3:forces:R:3:mulliken_charge:R:1 method="wB97M-V/def2-TZVPD" orbital_gap_ev=9.0 e_above_lowest_kj_mol=437.7 homo_energy_ev=-8.1 total_energy_ha=-196.3417
C 2.37083 0.15114 0.46267 0.05 0.00 0.01 -0.896
C -0.51902 0.31644 0.70010 -0.03 -0.09 -0.19 -0.649
C -0.85396 -1.05153 0.31722 0.02 -0.21 0.10 -0.274
C -1.94481 -0.06768 -0.29126 -0.43 -0.04 -0.12 -0.550
C -0.75785 0.94988 -0.59217 0.03 0.21 -0.09 -0.246
H 2.71648 1.05757 -0.04098 -0.01 -0.14 0.08 0.251
H 3.15465 -0.23847 1.11572 -0.04 0.05 -0.14 0.328
H 2.09810 -0.60068 -0.28478 0.07 0.13 0.17 0.189
H 1.49640 0.39622 1.07550 0.28 -0.02 -0.04 0.328
H -0.37601 -1.52701 -0.55062 -0.06 0.11 0.13 0.203
H -1.11024 -1.76661 1.09923 0.00 0.15 -0.11 0.250
H -2.75698 0.25974 0.34964 0.12 -0.05 -0.11 0.278
H -2.30928 -0.47502 -1.23015 0.06 0.04 0.11 0.340
H -0.92918 2.02614 -0.62459 -0.02 -0.19 0.04 0.240
H -0.27913 0.56988 -1.50552 -0.05 0.03 0.17 0.208

Repeat the second record exactly.
15
Properties=species:S:1:pos:R:3:forces:R:3:mulliken_charge:R:1 method="wB97M-V/def2-TZVPD" orbital_gap_ev=10.7 e_above_lowest_kj_mol=164.3 homo_energy_ev=-9.5 total_energy_ha=-196.4458 smiles="C=CC(C)C"
C 0.22141 -0.20876 -1.65202 0.14 0.01 1.36 -1.161
C -0.35298 -0.60371 -0.19941 0.49 -0.56 -1.00 0.258
C -1.62655 0.24188 0.07823 0.49 1.29 -1.02 -1.100
C 0.63544 -0.37051 0.93068 0.02 0.81 1.49 -0.090
C 1.30554 0.80356 1.08998 0.68 -0.87 -0.72 -0.704
H 0.42470 0.87817 -1.58222 -0.34 -0.44 -0.46 0.255
H -0.51056 -0.44987 -2.45793 0.55 0.30 0.66 0.350
H 1.21557 -0.66345 -1.87578 -0.87 -0.01 0.24 0.313
H -0.54059 -1.69962 -0.18484 -0.38 0.66 -0.20 0.278
H -1.98008 0.09620 1.09709 -0.02 0.08 0.03 0.361
H -2.46287 -0.01240 -0.62919 0.82 0.36 0.57 0.332
H -1.30848 1.37937 -0.05332 -0.87 -2.31 0.29 0.240
H 0.65401 -1.14055 1.88104 -0.03 1.92 -2.69 0.204
H 1.92409 0.74625 1.98353 0.08 0.87 -0.12 0.270
H 1.48701 1.69111 0.33686 -0.76 -2.09 1.58 0.193